Version one
Density functional theory data (wB97M-V/def2-TZVPD) for 2 unconnected molecules or ions with the total composition C3H7ClS.

```
12
Properties=species:S:1:pos:R:3
C 2.137 -1.009 1.020
S 2.584 0.437 -0.002
Cl 4.564 0.280 -0.153
H 2.211 -1.904 0.503
H 2.770 -0.960 1.860
H 1.129 -0.815 1.359
C -1.604 1.569 -0.611
C -2.204 0.522 -0.065
H -2.089 2.305 -1.227
H -0.532 1.932 -0.547
H -1.628 -0.093 0.539
H -3.256 0.535 -0.269
```

Calculated values
SMILES: CSCl.C=C
Spin multiplicity: 1
Frontier orbital gap in eV: 9.47
HOMO energy in eV: -8.91

***

Version two
Density functional theory data (wB97M-V/def2-TZVPD) for 2 unconnected molecules or ions with the total composition C3H7ClS.

```
12
Properties=species:S:1:pos:R:3
C -1.038 -0.292 1.141
C -0.496 0.372 0.140
C -0.486 -0.273 -1.229
S 0.217 1.991 0.276
H -1.124 0.151 2.088
H -1.473 -1.206 0.907
H -1.446 -0.835 -1.382
H 0.461 -0.764 -1.397
H -0.621 0.488 -1.986
H 0.227 2.184 1.575
Cl 2.626 -0.577 0.408
H 3.153 -1.238 -0.542
```

Calculated values
SMILES: C=C(C)S.Cl
Spin multiplicity: 1
Frontier orbital gap in eV: 9.25
HOMO energy in eV: -8.52

***

Going by the energies, version two is most stable and the next is 0.682 eV up.

***

Version one
Density functional theory data (wB97M-V/def2-TZVPD) for a gas-phase ion, C5H13N2S (charge +1).

```
21
Properties=species:S:1:pos:R:3
C 2.778 0.509 0.696
C 1.660 0.648 -0.376
N 0.544 -0.270 -0.051
S 0.864 -1.987 -0.297
C -0.794 0.118 -0.729
C -1.462 0.967 0.274
C -2.540 -0.114 0.376
N -1.834 -0.977 -0.632
H 2.381 1.055 1.588
H 2.978 -0.603 0.957
H 3.724 1.063 0.363
H 1.336 1.596 -0.481
H 2.030 0.199 -1.373
H 1.235 -2.201 0.918
H -0.496 0.529 -1.619
H -1.898 1.961 -0.103
H -0.722 1.070 1.113
H -2.802 -0.585 1.361
H -3.436 0.072 -0.114
H -1.260 -1.825 -0.320
H -2.285 -1.225 -1.549
```

Calculated values
Total charge: +1
SMILES: CCN(S)[C@@H]1CC[NH2+]1
Spin multiplicity: 1
Frontier orbital gap in eV: 9.74
HOMO energy in eV: -12.98

***

Version two
Density functional theory data (wB97M-V/def2-TZVPD) for 2 unconnected molecules or ions with the total composition C5H13N2S.

```
21
Properties=species:S:1:pos:R:3
C -1.274 -2.375 -1.440
C -0.123 -2.999 -1.573
C -1.182 1.750 1.302
C -0.694 0.420 0.814
C 0.798 0.523 0.565
N 1.326 1.070 -0.514
N 1.672 -0.023 1.363
S 2.992 1.214 -0.999
H -2.234 -2.846 -1.470
H -1.400 -1.320 -1.376
H -0.254 -4.017 -1.791
H -1.055 2.454 0.524
H -2.118 1.602 1.778
H -0.393 2.138 1.929
H -1.125 0.057 -0.163
H -0.837 -0.333 1.706
H 0.666 1.438 -1.224
H 0.749 -2.357 -1.421
H 1.491 -0.291 2.353
H 2.723 -0.126 1.165
H 3.275 2.466 -0.670
```

Calculated values
Total charge: +1
Spin multiplicity: 1
Frontier orbital gap in eV: 9.68
HOMO energy in eV: -13.19

***

Going by the energies, version two is most stable and the next is 0.951 eV up.